# 1
This record from OMol25 describes a structure of composition C26H43Cl3HoO2P2. The level of theory is the ωB97M-V functional and the def2-TZVPD basis.

Structure (ORCA input):
```
! wB97M-V def2-TZVPD RIJCOSX def2/J DEFGRID3
* xyz 1 5
Ho 0.062 -2.552 -0.144
C -0.662 0.163 1.000
C -0.800 0.015 -0.421
C -2.453 -1.248 0.637
C -1.638 -0.647 1.637
C -1.951 -0.838 -0.641
C 0.045 1.281 1.646
H 0.840 1.678 1.011
H 0.522 0.945 2.569
H -0.667 2.089 1.882
C -1.913 -0.654 3.089
H -0.964 -0.730 3.635
H -2.516 -1.523 3.375
H -2.438 0.248 3.449
C -3.802 -1.817 0.917
H -4.292 -1.298 1.762
H -3.728 -2.881 1.181
H -4.491 -1.692 0.066
C -2.660 -0.965 -1.938
H -3.075 -0.010 -2.299
H -3.504 -1.658 -1.876
H -1.993 -1.344 -2.724
C -0.267 1.044 -1.370
H -0.808 2.010 -1.244
H -0.361 0.746 -2.426
H 0.812 1.221 -1.213
C 3.867 0.314 -1.813
C 3.569 1.562 -2.226
C 3.390 2.082 -3.634
C 3.691 1.107 -4.803
C 2.537 0.206 -5.170
C 1.827 -0.610 -4.367
C 2.154 -1.099 -2.982
C 3.627 -0.965 -2.564
H 3.957 3.010 -3.815
H 4.635 0.579 -4.607
H 2.363 2.479 -3.745
H 4.286 -1.101 -3.432
H 4.208 0.149 -0.786
H 3.222 2.289 -1.470
H 3.837 -1.785 -1.853
H 1.525 -0.701 -2.162
H 0.878 -1.041 -4.730
H 1.829 -2.178 -2.961
H 3.905 1.690 -5.717
H 2.258 0.258 -6.235
P 2.839 -4.088 -2.544
P -0.195 -4.630 -2.427
C 2.292 -5.635 -3.429
C 0.939 -6.081 -2.927
H 3.067 -6.388 -3.228
H 2.287 -5.434 -4.516
H 0.448 -6.633 -3.742
H 1.024 -6.782 -2.086
C -1.629 -5.773 -2.701
H -2.551 -5.203 -2.833
H -1.731 -6.459 -1.856
H -1.454 -6.374 -3.609
C -0.295 -4.025 -4.183
H -0.128 -4.865 -4.877
H 0.429 -3.233 -4.398
H -1.306 -3.635 -4.355
C 3.949 -4.833 -1.342
H 4.129 -4.103 -0.551
H 4.876 -5.082 -1.867
H 3.506 -5.740 -0.924
C 4.097 -3.739 -3.879
H 4.445 -4.709 -4.264
H 4.955 -3.158 -3.511
H 3.598 -3.179 -4.684
Cl 3.798 -0.756 4.204
C 3.231 -1.098 2.570
Cl 3.331 0.404 1.596
Cl 4.243 -2.349 1.792
C 1.723 -1.533 2.582
O 1.018 -1.122 3.489
O 1.302 -2.203 1.500
*
```

- Energy above the lowest of the compared OMol25 structures with the same formula, charge and spin: 0.0 kJ/mol
- HOMO-LUMO gap (alpha / beta): 6.296 / 6.434 eV

Mulliken atomic charge list, values in e, 5 entries: number 1, Ho, carries 1.0494; number 2, C, carries 0.6054; number 3, C, carries 1.0603; number 4, C, carries 0.2441; number 5, C, carries 1.0385

# 2
This record from OMol25 describes a structure of composition C26H43N6O6RhS2Si2Te. The level of theory is the ωB97M-V functional and the def2-TZVPD basis.

Structure (ORCA input):
```
! wB97M-V def2-TZVPD RIJCOSX def2/J DEFGRID3
* xyz 0 1
Rh 0.604 1.048 -0.299
C -4.004 1.508 5.645
C -2.913 1.056 4.714
C -1.627 1.584 4.823
C -0.610 1.163 3.984
C -0.881 0.204 3.021
C -2.150 -0.334 2.887
C -3.158 0.097 3.736
S 0.429 -0.379 1.986
O 1.054 -1.445 2.709
O -0.240 -0.661 0.667
N 1.357 0.810 1.571
C 2.709 1.079 2.064
C 3.672 1.016 0.856
O 4.005 2.116 0.345
O 3.935 -0.116 0.412
H -3.955 2.584 5.819
H -3.910 1.017 6.615
H -4.989 1.267 5.247
H -1.422 2.340 5.571
H 0.381 1.593 4.059
H -2.349 -1.068 2.117
H -4.154 -0.319 3.634
H 2.989 0.338 2.814
H 2.738 2.080 2.496
O -0.274 1.239 -2.197
N 0.565 1.224 -3.186
C 0.084 1.599 -4.332
C 0.940 1.575 -5.479
N 1.606 1.571 -6.414
C -1.291 1.988 -4.466
N -2.405 2.275 -4.498
C 1.860 4.460 0.549
C 1.605 3.952 -0.853
O 1.848 2.534 -1.005
H 1.633 5.527 0.582
H 2.900 4.306 0.828
H 1.222 3.960 1.277
H 2.276 4.441 -1.562
H 0.579 4.121 -1.173
H 2.781 2.369 -0.644
C -2.345 -1.106 -1.671
Si -1.084 -2.440 -2.048
C -1.681 -3.351 -3.578
C -1.017 -3.677 -0.644
C 0.618 -1.804 -2.567
Te 2.122 -0.779 -1.433
C 2.345 -2.420 -0.123
Si 3.752 -3.576 -0.627
C 3.574 -5.104 0.442
C 5.407 -2.766 -0.362
C 3.555 -4.064 -2.430
H -2.674 -0.618 -2.592
H -1.965 -0.347 -0.992
H -3.223 -1.564 -1.206
H -2.681 -3.763 -3.421
H -1.018 -4.180 -3.835
H -1.729 -2.684 -4.443
H -2.012 -4.110 -0.506
H -0.713 -3.225 0.301
H -0.334 -4.500 -0.870
H 0.489 -1.206 -3.471
H 1.170 -2.695 -2.890
H 1.397 -2.953 -0.105
H 2.546 -2.012 0.864
H 3.628 -4.843 1.501
H 4.367 -5.826 0.234
H 2.616 -5.598 0.267
H 5.576 -2.575 0.699
H 5.465 -1.802 -0.869
H 6.211 -3.408 -0.732
H 2.639 -4.638 -2.595
H 4.395 -4.690 -2.741
H 3.540 -3.196 -3.094
C -3.911 3.208 1.814
N -3.685 2.836 0.430
C -4.654 2.756 -0.560
C -4.029 2.412 -1.704
N -2.691 2.302 -1.403
C -2.478 2.562 -0.106
S -0.995 2.628 0.740
H -4.908 2.885 2.105
H -3.822 4.287 1.941
H -3.170 2.711 2.436
H -5.691 2.948 -0.352
H -4.404 2.243 -2.696
H -1.936 2.023 -2.029
*
```

- Energy above the lowest of the compared OMol25 structures with the same formula, charge and spin: 37.9 kJ/mol
- HOMO-LUMO gap: 7.580 eV

Mulliken atomic charge list, values in e, 5 entries: number 1, Rh, carries 1.2072; number 2, C, carries -1.7430; number 3, C, carries 0.9385; number 4, C, carries -0.7047; number 5, C, carries -0.5499

# 3
This record from OMol25 describes a cluster of 3 separate species, C26H44BCl2NO10P2S2 in total. The level of theory is the ωB97M-V functional and the def2-TZVPD basis.

Structure (ORCA input):
```
! wB97M-V def2-TZVPD RIJCOSX def2/J DEFGRID3
* xyz 0 1
C 2.311 2.801 -1.083
C 1.522 1.959 -0.772
C 0.613 0.899 -0.201
C 0.280 0.167 -1.533
C -0.443 -1.175 -1.693
C -1.938 -1.106 -2.137
C -2.507 -2.536 -2.077
N -3.986 -2.647 -2.198
C -4.574 -1.635 -2.994
C -5.337 -0.521 -2.264
O -4.506 -1.632 -4.197
C 1.619 0.182 0.767
B 1.306 -1.312 1.198
O 1.636 -2.259 0.280
O 0.811 -1.748 2.410
S 1.987 1.337 2.116
O 1.591 0.824 3.393
O 3.409 1.490 2.101
O 1.371 2.797 1.889
C 0.027 2.927 1.338
P -0.841 3.360 3.015
S 0.215 4.675 4.005
P 0.084 4.660 0.492
C -0.191 4.645 -1.345
C -1.426 5.666 1.014
C -2.800 5.132 0.590
C -0.519 1.683 0.572
Cl -1.885 2.106 -0.557
C -1.301 0.812 1.632
C -1.967 -0.529 1.248
C -3.456 -0.439 0.883
Cl -2.107 -1.423 2.877
H 3.159 3.438 -1.079
H -0.172 0.883 -2.225
H 1.259 0.011 -1.997
H -0.371 -1.912 -0.893
H 0.007 -1.695 -2.546
H -2.521 -0.372 -1.590
H -1.891 -0.826 -3.196
H -2.228 -2.947 -1.100
H -2.009 -3.163 -2.820
H -4.364 -2.638 -1.261
H -5.647 -0.804 -1.256
H -4.710 0.373 -2.233
H -6.236 -0.288 -2.838
H 2.553 0.133 0.201
H 1.044 -3.017 0.423
H 1.508 -2.020 3.015
H -2.180 3.733 2.813
H -0.862 2.223 3.851
H -1.110 5.150 -1.655
H -0.169 3.684 -1.847
H 0.621 5.242 -1.772
H -1.269 6.582 0.430
H -1.353 5.970 2.057
H -3.077 4.165 1.012
H -3.566 5.841 0.932
H -2.936 5.062 -0.490
H -0.671 0.614 2.499
H -2.189 1.405 1.876
H -1.406 -1.251 0.662
H -3.663 0.193 0.023
H -3.853 -1.442 0.723
H -3.972 -0.004 1.741
O 3.463 0.400 -2.460
C 4.652 0.534 -2.453
O 5.500 -0.385 -2.976
C 6.861 -0.001 -2.720
C 6.815 1.499 -2.483
C 5.441 1.678 -1.846
H 7.217 -0.550 -1.845
H 7.478 -0.268 -3.576
H 7.638 1.864 -1.872
H 6.847 2.026 -3.439
H 5.471 1.549 -0.762
H 4.996 2.634 -2.101
O -0.516 -4.160 0.672
C -0.155 -5.057 1.384
O 1.049 -5.650 1.265
C 1.145 -6.755 2.184
C 0.120 -6.458 3.267
C -0.957 -5.709 2.488
H 0.923 -7.676 1.641
H 2.158 -6.813 2.574
H -0.239 -7.350 3.775
H 0.556 -5.796 4.017
H -1.686 -6.387 2.040
H -1.459 -4.961 3.095
*
```

- HOMO-LUMO gap: 8.224 eV
- Structure (SMILES): C#C[C@@]1(CCCCNC(C)=O)[C@H](B(O)O)S(=O)(=O)O[C@@]([PH2]=S)(P(C)CC)[C@]1(Cl)C[C@H](C)Cl.O=C1CCCO1.O=C1CCCO1

Mulliken atomic charge list, values in e, 5 entries: number 1, C, carries -0.4235; number 2, C, carries -1.7433; number 3, C, carries 1.5849; number 4, C, carries -1.2516; number 5, C, carries -0.6405

For each record above, in turn, the calculated maximum force values are 3.3; 0.6; 3.7 eV/A.
For each record above, in turn, the calculated DFT total energy values are -4178.04952; -3550.46485; -4248.53233 Eh.